No. 1
The following is a quantum chemistry calculation of C20H32ClN3O2S in the gas phase, from the Open Molecules 2025 dataset.

Structure (ORCA input):
```
! RIJCOSX wB97M-V def2-TZVPD def2/J DEFGRID3
* xyz 0 1
C -4.336 -5.718 -2.239
C -4.690 -4.276 -2.578
C -3.727 -3.274 -1.953
C -4.097 -1.834 -2.303
C -3.173 -0.727 -1.746
C -1.876 -1.214 -1.116
N -1.131 -0.076 -0.601
C 0.048 -0.245 0.041
O 0.488 -1.341 0.329
C 0.803 1.063 0.325
C 1.781 1.253 -0.822
C 2.833 0.360 -0.978
C 3.731 0.494 -2.030
C 4.867 -0.480 -2.187
C 3.559 1.539 -2.935
C 2.506 2.421 -2.773
Cl 2.304 3.725 -3.907
C 1.611 2.293 -1.724
N 1.487 1.025 1.605
C 2.248 2.259 1.799
C 2.812 2.461 3.206
C 1.935 3.321 4.112
S 0.451 2.563 4.726
N 0.989 1.547 5.722
O -0.495 3.598 5.098
C -0.265 1.758 3.288
C 0.626 0.647 2.720
H -5.034 -6.420 -2.696
H -3.333 -5.968 -2.591
H -4.357 -5.882 -1.160
H -4.693 -4.142 -3.665
H -5.707 -4.056 -2.241
H -3.727 -3.415 -0.868
H -2.712 -3.498 -2.293
H -4.122 -1.758 -3.393
H -5.121 -1.646 -1.972
H -2.931 -0.018 -2.542
H -3.710 -0.156 -0.982
H -2.068 -1.901 -0.292
H -1.258 -1.753 -1.838
H -1.398 0.848 -0.896
H 0.076 1.897 0.283
H 2.938 -0.448 -0.263
H 5.459 -0.260 -3.075
H 5.529 -0.446 -1.321
H 4.492 -1.500 -2.270
H 4.243 1.667 -3.764
H 0.803 3.005 -1.613
H 3.070 2.248 1.083
H 1.638 3.144 1.539
H 3.042 1.510 3.686
H 3.760 2.992 3.109
H 2.456 3.606 5.027
H 1.605 4.228 3.602
H 0.242 1.010 6.155
H -1.204 1.363 3.682
H -0.517 2.537 2.566
H 0.008 -0.186 2.394
H 1.239 0.254 3.532
*
```

Energy relative to the best compared isomer or geometry (same formula, charge and spin) = 20.5 kJ/mol
Molar mass = 414.015 u
E_LUMO = 0.412 eV
Structure (SMILES) = CCCCCCNC(=O)[C@H](c1cc(C)cc(Cl)c1)N1CCC[S@@](=N)(=O)CC1
Energy = -1954.39480 a.u.
Highest occupied orbital energy = -9.00 eV

Computed Mulliken charges, given in elementary charges: C -1.30; C -0.48; C -0.41; C -0.75; C -0.63; C -0.61; N 0.00; C -0.77; O -0.67; C 0.47; C 0.03; C 0.17; C 0.69; C -1.44; C -0.69; C -0.17; Cl -0.23; C -0.92; N 0.11; C -0.41; C -1.19; C -0.80; S 1.06; N -0.74; O -0.74; C -0.77; C -1.24; H 0.39; H 0.32; H 0.32; H 0.35; H 0.33; H 0.32; H 0.31; H 0.31; H 0.29; H 0.33; H 0.31; H 0.30; H 0.28; H 0.41; H 0.55; H 0.52; H 0.37; H 0.33; H 0.34; H 0.38; H 0.47; H 0.55; H 0.38; H 0.43; H 0.35; H 0.49; H 0.37; H 0.26; H 0.43; H 0.37; H 0.57; H 0.68


No. 2
The following is a quantum chemistry calculation of a 3-piece molecular cluster, C20H32N2O5S overall in a non-equilibrium geometry, from the Open Molecules 2025 dataset.

Structure (ORCA input):
```
! RIJCOSX wB97M-V def2-TZVPD def2/J DEFGRID3
* xyz 0 1
C -5.078 -2.081 0.681
N -4.003 -1.145 0.084
C -2.721 -1.153 0.745
H -2.271 -0.347 0.623
C -2.022 -2.536 -0.043
O -2.191 -2.350 -1.234
H -3.075 -1.952 -1.297
C -0.595 -2.266 0.406
O -0.166 -0.934 0.281
C 1.226 -0.731 0.605
C 1.507 0.852 0.460
C 2.763 1.141 0.567
C 3.827 -0.076 0.953
C 3.466 -1.125 1.287
C 2.130 -1.633 0.898
H 1.805 -2.682 1.306
H 4.229 -2.076 1.639
S 5.466 0.552 1.420
O 5.617 2.105 1.614
O 6.078 -0.296 2.344
N 6.263 0.467 -0.199
C 5.943 1.549 -0.981
H 5.702 2.472 -0.586
C 4.983 0.986 -1.988
H 4.983 1.780 -3.261
O 5.526 -0.293 -2.690
C 5.576 -1.466 -1.660
H 5.913 -2.041 -2.183
C 6.523 -0.884 -0.504
H 6.658 -1.564 0.309
H 7.605 -0.711 -1.131
H 4.556 -1.462 -1.302
H 4.082 0.887 -1.677
H 6.988 1.537 -1.664
H 3.138 2.008 0.567
H 0.857 1.564 0.168
H 0.021 -2.958 -0.291
H -0.475 -2.585 1.841
H -2.438 -3.304 0.446
H -3.104 -1.323 1.941
C -4.601 0.142 0.090
C -4.924 1.105 1.467
C -5.535 2.341 0.981
C -4.691 3.018 -0.067
C -4.629 2.412 -1.454
C -3.713 0.934 -1.121
H -2.769 1.052 -0.709
H -3.678 0.271 -1.993
H -3.908 2.995 -2.220
H -5.651 2.260 -1.753
H -5.102 4.164 -0.346
H -3.618 3.412 0.244
H -5.311 3.021 1.778
H -6.389 2.143 0.686
H -3.671 1.124 1.761
H -5.331 0.578 2.175
H -5.718 0.036 -0.542
H -5.479 -1.894 1.701
H -6.003 -1.936 0.012
H -4.574 -3.101 0.811
*
```

Energy relative to the best compared isomer or geometry (same formula, charge and spin) = 2157.6 kJ/mol
Molar mass = 412.552 u
E_LUMO = 0.423 eV
Energy = -1664.38126 a.u.
Highest occupied orbital energy = -8.65 eV

Computed Mulliken charges, given in elementary charges: C -0.90; N 0.53; C -1.53; H 1.15; C -0.29; O -0.64; H 0.53; C -0.59; O -0.11; C 0.44; C -0.77; C -1.41; C -0.77; C 1.03; C -0.40; H 0.30; H 0.17; S 0.98; O -0.72; O -0.61; N 0.10; C -0.57; H 0.39; C -0.75; H 0.23; O -0.44; C -0.69; H 0.74; C -0.54; H 0.34; H 0.31; H 0.15; H 0.63; H 0.30; H 1.06; H 0.57; H 0.29; H 0.35; H 0.65; H 0.11; C -0.79; C -0.68; C -0.99; C -0.46; C -0.76; C -0.90; H 0.46; H 0.29; H 0.30; H 0.36; H 0.28; H 0.29; H 0.27; H 0.67; H 0.13; H 0.71; H 0.34; H 0.32; H 0.30; H 0.24


No. 3
The following is a quantum chemistry calculation of C20H32N2O7P2Ru as an isolated structure in a non-equilibrium geometry, from the Open Molecules 2025 dataset.

Structure (ORCA input):
```
! RIJCOSX wB97M-V def2-TZVPD def2/J DEFGRID3
* xyz 2 5
Ru 0.000 0.000 0.000
C 2.896 3.016 -0.991
C 2.553 2.654 0.432
O 3.332 3.457 1.362
P 2.774 0.884 0.847
O 4.368 0.625 0.864
O 2.463 0.758 2.428
O 2.053 -0.114 0.000
P 0.768 2.892 0.900
O 0.505 4.454 0.603
O 0.757 2.716 2.405
O -0.114 2.085 0.000
H 3.954 2.822 -1.195
H 2.717 4.080 -1.177
H 2.297 2.436 -1.699
H 2.771 3.469 2.171
H 4.528 -0.313 1.067
H 1.718 1.382 2.688
H -0.426 4.630 0.823
C -6.668 -2.527 0.000
C -6.342 -1.016 0.000
C -6.999 -0.408 -1.258
C -6.999 -0.408 1.259
C -4.837 -0.700 0.000
C -4.397 0.626 0.000
C -3.042 0.886 0.000
N -2.097 -0.072 0.000
C -2.469 -1.387 0.000
C -3.842 -1.700 0.000
C -1.387 -2.468 0.000
C -1.695 -3.840 0.000
C -0.694 -4.838 0.000
C 0.630 -4.402 0.000
C 0.886 -3.044 0.000
N -0.072 -2.097 0.000
C -1.080 -6.327 0.000
C 0.134 -7.284 0.000
C -1.914 -6.648 -1.259
C -1.914 -6.648 1.259
H -7.752 -2.697 0.000
H -6.264 -3.027 0.888
H -6.264 -3.027 -0.888
H -8.068 -0.646 -1.300
H -6.535 -0.797 -2.172
H -6.913 0.684 -1.284
H -8.068 -0.646 1.301
H -6.913 0.684 1.285
H -6.534 -0.797 2.173
H -5.091 1.461 0.000
H -2.664 1.905 0.000
H -4.151 -2.735 0.000
H -2.728 -4.165 0.000
H 1.473 -5.082 0.000
H 1.904 -2.666 0.000
H 0.761 -7.140 -0.888
H -0.189 -8.332 0.000
H 0.761 -7.140 0.888
H -1.360 -6.402 -2.173
H -2.857 -6.091 -1.286
H -2.170 -7.713 -1.302
H -1.360 -6.402 2.172
H -2.170 -7.713 1.301
H -2.857 -6.091 1.285
H 0.000 0.000 1.828
*
```

Energy relative to the best compared isomer or geometry (same formula, charge and spin) = 27.6 kJ/mol
Molar mass = 575.501 u
E_LUMO (spin up / spin down) = -8.673 / -10.086 eV
Energy = -2194.63310 a.u.
Highest occupied orbital energy (spin up / spin down) = -15.11 / -15.88 eV
<S²> = 6.02

Computed Mulliken charges, given in elementary charges: Ru 1.15; C -1.59; C 0.65; O -0.51; P 1.08; O -0.48; O -0.46; O -0.70; P 0.81; O -0.48; O -0.77; O -0.66; H 0.43; H 0.40; H 0.35; H 0.47; H 0.38; H 0.42; H 0.37; C -1.98; C 1.68; C -1.56; C -1.56; C 0.59; C -0.70; C -0.74; N -0.51; C -0.56; C 0.54; C -0.16; C 0.32; C 0.67; C -0.52; C -0.80; N -0.41; C 1.60; C -2.04; C -1.53; C -1.53; H 0.40; H 0.44; H 0.44; H 0.45; H 0.38; H 0.35; H 0.45; H 0.34; H 0.39; H 0.48; H 0.53; H 0.49; H 0.36; H 0.55; H 0.53; H 0.45; H 0.40; H 0.44; H 0.39; H 0.32; H 0.45; H 0.40; H 0.45; H 0.32; H 0.15


> Look up the molar mass of the first one.

414.015 u


> Among the records above, which one has the highest energy?

C20H32N2O5S